Entry from the OMol25 dataset: a structure of composition C20H32BrCl24FI2N2O7P4 in a non-equilibrium geometry (ωB97M-V/def2-TZVPD).

The geometry in XYZ format:
```
93
Properties=species:S:1:pos:R:3
C 5.63 0.43 -1.56
C 4.41 -0.50 -1.52
C 3.11 0.18 -1.99
C 2.31 0.87 -0.85
C 2.39 2.38 -1.04
N 0.91 0.34 -0.77
P 0.90 -1.36 -0.61
N 0.72 -2.22 -1.90
C 0.03 1.17 0.06
P 0.75 1.58 1.77
P 0.76 -0.06 3.19
O -0.37 -0.05 4.11
O 2.13 0.23 3.98
O 1.03 -1.47 2.48
C -1.47 0.84 -0.03
I -1.87 0.75 -2.19
O -1.72 -0.35 0.68
C -2.66 -1.33 0.33
Br -2.02 -2.57 -1.07
C -4.10 -0.85 0.06
C -4.87 -1.37 -1.14
C -6.15 -0.54 -1.32
F -5.23 -2.69 -0.94
P -2.72 -2.48 1.79
O -3.79 -3.46 1.65
O -2.83 -1.60 3.09
O -1.27 -3.12 1.88
C -2.39 2.04 0.44
I -3.09 1.86 2.48
C -1.86 3.46 0.17
C -2.74 4.57 0.75
H 5.49 1.28 -2.23
H 5.86 0.84 -0.58
H 6.51 -0.10 -1.90
H 4.30 -0.82 -0.49
H 4.61 -1.35 -2.17
H 3.41 0.95 -2.69
H 2.49 -0.51 -2.55
H 2.85 0.62 0.07
H 3.41 2.62 -1.29
H 1.77 2.68 -1.88
H 2.14 2.95 -0.15
H 2.16 -1.63 -0.02
H 0.00 -1.78 0.38
H 0.65 -1.64 -2.73
H 0.06 2.13 -0.44
H -0.25 2.36 2.36
H 2.83 0.45 3.35
H 1.96 -1.73 2.46
H -4.15 0.23 -0.03
H -4.73 -1.10 0.92
H -4.28 -1.26 -2.05
H -6.04 0.11 -2.18
H -6.37 0.09 -0.46
H -6.98 -1.20 -1.54
H -3.72 -1.64 3.43
H -0.92 -3.03 2.77
H -3.28 1.98 -0.16
H -0.82 3.61 0.44
H -1.92 3.59 -0.91
H -2.44 4.86 1.75
H -2.64 5.44 0.10
H -3.79 4.29 0.71
C 7.91 -1.08 -5.18
Cl 8.72 -1.03 -3.61
Cl 6.28 -0.44 -5.00
Cl 8.81 -0.12 -6.35
Cl 7.83 -2.76 -5.73
C -3.04 6.82 4.36
Cl -3.14 7.89 5.76
Cl -1.90 7.47 3.19
Cl -2.50 5.22 4.88
Cl -4.64 6.68 3.61
C 2.27 -5.90 -0.46
Cl 1.19 -4.89 0.51
Cl 3.14 -4.89 -1.62
Cl 3.43 -6.70 0.61
Cl 1.33 -7.11 -1.31
C -4.03 5.82 -2.94
Cl -4.94 4.48 -2.23
Cl -2.30 5.47 -2.87
Cl -4.51 6.01 -4.63
Cl -4.37 7.30 -2.05
C 9.26 -4.26 -0.53
Cl 8.43 -5.63 0.21
Cl 11.00 -4.52 -0.49
Cl 8.73 -4.09 -2.21
Cl 8.86 -2.79 0.36
C -6.78 -4.98 3.88
Cl -8.38 -4.44 4.43
Cl -6.33 -6.44 4.76
Cl -6.83 -5.31 2.16
Cl -5.59 -3.72 4.20
```

The value obtained for the molecular weight is 1740.0 g/mol. As for the net charge: 0. As for the total energy: -17096.77732 Ha. For the frontier orbital gap, the calculation gives 0.2887 Eh. The value obtained for the HOMO energy is -0.301 Ha.